{
  "formula": "C7H9N3",
  "method": "ωB97M-V/def2-TZVPD",
  "species": ["C", "C", "C", "C", "C", "C", "C", "N", "N", "N", "H", "H", "H", "H", "H", "H", "H", "H", "H"],
  "xyz": [[2.467089, -1.025470, 0.001949], [1.278791, -1.478594, 0.485069], [1.288827, 0.828776, -0.253916], [0.612769, 2.054993, -0.298310], [-1.261686, 1.121487, 0.737302], [-1.011007, -0.403738, 0.373107], [-1.471622, -0.739349, -1.012843], [2.400259, 0.213217, -0.474654], [-0.592323, 2.196397, 0.074688], [0.428040, -0.455265, 0.456711], [3.379713, -1.507257, 0.068064], [0.882630, -2.475149, 0.803803], [1.182842, 2.953254, -0.559335], [-2.294573, 1.316460, 0.763352], [-1.016854, 1.032573, 1.733678], [-1.463413, -0.917234, 1.263933], [-1.289770, -1.815002, -1.218473], [-1.036282, -0.214067, -1.811645], [-2.483434, -0.686036, -1.132480]],
  "forces_ev_per_angstrom": [[-0.20, -0.40, -0.23], [-1.88, -0.31, 0.33], [-1.03, -7.01, 2.24], [-0.03, 1.17, -0.18], [-0.35, -1.92, -1.69], [0.13, 2.29, 0.59], [1.15, -3.06, 0.71], [0.97, 2.92, -0.06], [0.10, 0.41, 0.45], [0.94, 3.20, -1.47], [1.54, -0.99, -0.30], [0.90, 1.01, -0.23], [-0.20, -0.28, -0.46], [-1.51, 0.23, -0.38], [1.12, 0.89, 2.58], [0.10, -0.18, -1.28], [0.25, 0.39, 0.05], [0.96, 1.07, -0.65], [-2.96, 0.56, -0.03]],
  "lowdin_charge": [-0.1690, -0.0876, -0.1186, -0.1355, -0.1877, -0.3139, -0.0396, 0.0828, 0.0663, -0.0033, 0.0752, 0.1463, 0.1234, 0.0966, 0.0913, 0.1586, 0.0943, 0.0750, 0.0454],
  "smiles": "C[C@@H]1CN=Cc2nccn21",
  "e_homo_ev": -8.2,
  "e_above_lowest_kcal_mol": 66.2,
  "molar_mass_da": 135.2
}



{
  "formula": "C7H9N3O",
  "method": "ωB97M-V/def2-TZVPD",
  "species": ["C", "C", "C", "C", "C", "C", "C", "N", "N", "N", "O", "H", "H", "H", "H", "H", "H", "H", "H", "H"],
  "xyz": [[-3.154029, -0.752061, -0.130882], [-0.490562, 1.248681, 0.087400], [-0.764930, -0.077430, 0.007317], [1.358053, 0.158468, 0.071698], [-1.457471, 2.403188, 0.083389], [2.821577, -0.029433, 0.291834], [0.609060, -2.238620, -0.284366], [0.867629, 1.386997, 0.062177], [-1.960549, -0.844556, -0.034951], [0.371213, -0.805183, 0.016137], [-4.324030, -0.775565, -0.106823], [-1.500256, 2.710015, -0.920892], [-2.503557, 2.055141, 0.407169], [-0.983120, 3.346426, 0.572501], [2.686098, -0.221057, 1.360894], [3.282172, -0.832234, -0.363513], [3.319725, 0.870164, -0.118726], [-0.146732, -2.916440, 0.276268], [0.307903, -2.441079, -1.290306], [1.661812, -2.245423, 0.013667]],
  "forces_ev_per_angstrom": [[0.10, 0.19, 0.68], [-0.64, 0.25, -0.07], [-2.88, -1.20, 0.01], [-0.21, 0.84, -1.34], [0.39, 0.15, 1.39], [-0.54, -0.90, -1.79], [-1.80, 0.80, 1.95], [0.11, -0.71, 0.58], [0.41, 0.63, -0.24], [1.71, 0.50, -0.09], [0.22, -0.01, -0.36], [-0.55, 0.46, -1.56], [1.63, 0.98, -0.13], [-1.20, -1.88, -0.12], [1.99, 0.02, 0.12], [-0.62, 0.33, 1.33], [-0.28, -0.19, 1.28], [1.73, 1.21, -0.16], [0.73, 0.00, -0.97], [-0.30, -1.46, -0.52]],
  "lowdin_charge": [-0.3050, -0.2990, -0.2467, -0.3800, -0.0313, -0.0258, 0.0175, 0.1400, 0.2145, -0.0356, 0.1524, 0.0429, 0.0990, 0.1108, 0.0961, 0.0891, 0.0906, 0.1171, 0.0760, 0.0774],
  "smiles": "Cc1nc(C)n(C)c1N=C=O",
  "e_homo_ev": -8.0,
  "e_above_lowest_kcal_mol": 19.8,
  "molar_mass_da": 151.2
}



{
  "formula": "C7H9N3O",
  "method": "ωB97M-V/def2-TZVPD",
  "species": ["C", "C", "C", "C", "C", "C", "C", "N", "N", "N", "O", "H", "H", "H", "H", "H", "H", "H", "H", "H"],
  "xyz": [[0.045420, -1.697241, 0.044701], [-0.527222, 0.822877, -1.029107], [-1.850479, 0.910685, -1.306544], [-2.497230, -0.152688, 0.644116], [-1.202130, 0.190345, 1.382412], [-0.117113, 0.401870, 0.290493], [2.695662, -0.303564, -0.549615], [0.166252, -2.816739, -0.207281], [-2.779701, 0.281181, -0.511969], [1.092295, 0.797013, 0.767749], [2.060663, 0.942769, -0.278414], [0.207903, 1.083709, -1.704357], [-2.118317, 1.274109, -2.186665], [-3.313605, -0.736363, 0.948987], [-1.198578, 1.170218, 1.928511], [-1.102648, -0.587235, 2.113914], [3.061877, -0.806827, 0.322704], [3.585931, 0.021104, -1.282360], [2.192191, -1.129117, -0.914470], [1.598833, 0.333903, 1.527203]],
  "forces_ev_per_angstrom": [[-0.28, 1.34, -0.37], [-1.89, 0.13, 1.25], [3.02, -1.84, 3.86], [0.80, 1.67, -0.67], [-0.54, 1.39, -1.04], [-0.29, -3.27, 1.96], [3.62, 1.86, -1.29], [0.07, -0.42, 0.06], [-0.62, 0.11, -0.93], [1.31, 0.39, -1.26], [-0.65, -0.35, 0.63], [1.30, 0.61, -1.24], [-1.63, 1.61, -3.66], [-0.47, -1.04, 1.74], [-0.71, -0.58, -0.37], [1.01, -0.32, 0.18], [0.95, 0.50, 1.18], [-1.94, -0.97, 1.77], [-2.06, -0.83, -1.77], [-1.02, 0.00, -0.04]],
  "lowdin_charge": [-0.1864, -0.0031, -0.0705, -0.1076, -0.0956, -0.3049, -0.1039, 0.0090, 0.0741, 0.0356, -0.1670, 0.0967, 0.0696, 0.1027, 0.1416, 0.1031, 0.0735, 0.1500, 0.0193, 0.1636],
  "e_homo_ev": -9.5,
  "e_above_lowest_kcal_mol": 137.5,
  "molar_mass_da": 151.2
}



{
  "formula": "C7H9N3O",
  "method": "ωB97M-V/def2-TZVPD",
  "species": ["C", "C", "C", "C", "C", "C", "C", "N", "N", "N", "O", "H", "H", "H", "H", "H", "H", "H", "H", "H"],
  "xyz": [[-2.478629, 0.058480, -0.362260], [-1.697063, 1.543291, 0.912878], [-1.209696, -0.350784, -0.040268], [1.971199, 0.900405, 0.199046], [-0.306360, -1.423403, -0.556775], [0.871994, -1.556572, 0.331805], [1.430858, -0.335784, 0.889703], [-2.775680, 1.263171, 0.212127], [-0.709231, 0.564222, 0.822877], [1.396148, 1.156725, -1.034734], [2.932054, 1.459799, 0.660625], [-3.111223, -0.479405, -1.068560], [-1.652872, 2.487353, 1.394418], [-0.730248, -2.405212, -0.780929], [0.032977, -1.059653, -1.603408], [0.530597, -2.158666, 1.055788], [1.701067, -2.217939, -0.222214], [1.744552, -0.457594, 1.946353], [0.444602, 1.028987, -1.136031], [1.614956, 1.982575, -1.620436]],
  "forces_ev_per_angstrom": [[-3.19, 1.57, -1.09], [0.20, -1.65, -0.89], [3.36, 0.64, 2.52], [-0.64, -2.55, 0.25], [-0.20, 1.03, -2.86], [2.77, -0.23, -3.50], [2.00, 1.21, 0.99], [-1.28, -1.37, -1.25], [-0.87, -0.28, -0.33], [1.70, 1.66, -1.26], [0.52, 1.01, 0.05], [-0.24, 0.44, 0.33], [0.60, 0.43, 0.72], [-0.49, 0.23, 0.28], [-0.55, -0.41, 1.36], [-0.79, -2.17, 3.24], [-1.49, 1.33, 0.92], [-0.08, 0.57, -0.86], [-2.03, -0.78, 0.22], [0.68, -0.69, 1.17]],
  "lowdin_charge": [-0.0446, -0.1215, -0.2645, -0.5473, -0.1510, -0.2388, -0.0256, 0.0693, 0.1029, 0.1509, 0.0515, 0.1252, 0.1129, 0.1224, 0.1484, 0.0669, 0.1720, 0.1214, 0.0251, 0.1244],
  "spin_multiplicity": 3,
  "s_squared": 2.018,
  "e_homo_ev": [-7.2, -9.4],
  "e_above_lowest_kcal_mol": 0.0,
  "molar_mass_da": 151.2
}



{
  "formula": "C7H9N3O3S",
  "method": "ωB97M-V/def2-TZVPD",
  "species": ["C", "C", "C", "C", "C", "C", "C", "N", "N", "N", "O", "O", "O", "S", "H", "H", "H", "H", "H", "H", "H", "H", "H"],
  "xyz": [[-0.035342, 0.329483, -3.075926], [1.137236, 0.168199, -2.363637], [-1.294576, 0.389542, -2.466064], [1.084154, 0.349405, -0.940405], [-1.271859, 0.478573, -1.062413], [-0.114598, 0.494955, -0.281825], [0.107464, 0.011852, 2.061379], [1.008073, -1.001851, 1.827989], [-0.377670, 0.683247, 1.087487], [-0.343716, 0.207106, 3.285869], [-2.718875, 1.596621, 1.721621], [-0.783490, 2.742564, 2.660925], [-1.406320, 3.062022, 0.243734], [-1.476056, 2.328242, 1.453695], [-0.036777, 0.018903, -4.102689], [2.058419, 0.185523, -2.889373], [-2.170213, 0.776396, -2.998894], [1.875477, 0.187341, -0.220584], [-2.253506, 0.471796, -0.675833], [1.489776, -1.124316, 0.957435], [1.253704, -1.539089, 2.574228], [-0.484477, -0.573494, 3.888262], [-0.820739, 1.100414, 3.348334]],
  "forces_ev_per_angstrom": [[-0.57, -1.81, -0.36], [-0.91, 1.42, 2.20], [1.63, 1.83, 1.59], [0.35, -0.81, -0.19], [-0.69, -0.33, -1.98], [-1.54, -0.42, -1.46], [1.25, -2.45, -0.68], [-1.40, 1.88, -1.32], [-0.11, 2.74, -1.47], [0.34, 0.40, 0.54], [1.31, 1.24, -0.41], [-0.06, 0.60, -1.00], [0.67, 0.31, -0.04], [-1.99, -2.81, 1.60], [0.30, 0.75, -0.78], [0.77, -0.53, -0.19], [0.10, -1.09, 0.06], [1.01, 0.58, -0.83], [-0.71, 0.43, 1.23], [-0.35, -0.06, 0.02], [0.98, -1.62, 2.16], [0.00, -0.03, 0.44], [-0.38, -0.21, 0.87]],
  "lowdin_charge": [-0.1042, -0.0542, -0.0437, -0.0150, -0.0294, -0.2672, -0.4550, 0.2076, 0.0252, 0.1920, -0.3127, -0.3097, -0.2443, 0.5688, 0.0957, 0.0905, 0.1182, 0.0968, 0.0982, 0.0867, 0.0699, 0.1232, 0.0625],
  "e_homo_ev": -9.2,
  "e_above_lowest_kcal_mol": 0.1,
  "molar_mass_da": 215.2
}



{
  "formula": "C7H9N3O4",
  "method": "ωB97M-V/def2-TZVPD",
  "species": ["C", "C", "C", "C", "C", "C", "C", "N", "N", "N", "O", "O", "O", "O", "H", "H", "H", "H", "H", "H", "H", "H", "H"],
  "xyz": [[-0.542889, 0.723273, -0.209287], [0.832303, 0.331487, -0.637126], [-2.917329, 0.189565, -0.919970], [-2.847395, 0.762526, 0.450096], [-1.652816, -0.232294, -0.206853], [3.375309, -1.103437, 0.414358], [3.092847, 0.337282, 0.016981], [-0.855189, 1.902621, 0.203247], [-2.147019, 1.971124, 0.576874], [-1.442539, -1.590543, 0.183585], [1.056583, -0.226968, -1.678802], [-2.407576, -2.324681, 0.219451], [-0.309399, -1.899994, 0.488106], [1.727769, 0.691895, 0.268583], [-3.637187, -0.603637, -1.065112], [-2.792282, 0.848985, -1.767544], [-3.510817, 0.442016, 1.239097], [3.152188, -1.254401, 1.467397], [2.756047, -1.778225, -0.171298], [4.421275, -1.334539, 0.230648], [3.305604, 0.487622, -1.046604], [3.673310, 1.038574, 0.619501], [-2.330807, 2.621758, 1.324661]],
  "forces_ev_per_angstrom": [[-0.52, -0.23, 0.21], [-0.06, 0.27, -0.19], [0.11, -0.16, 0.22], [0.84, -1.07, -0.83], [-1.35, 1.93, 0.12], [-0.29, 0.30, -0.06], [0.44, -0.20, -0.27], [0.89, 0.15, -0.14], [-0.29, 0.07, 0.10], [0.04, -0.47, 0.28], [0.03, -0.05, 0.06], [-0.16, -0.22, -0.03], [0.17, -0.14, 0.07], [-0.03, 0.10, 0.28], [0.01, -0.01, 0.12], [0.09, 0.07, -0.02], [-0.05, -0.05, 0.00], [0.03, -0.04, 0.10], [0.00, -0.07, -0.04], [0.10, -0.03, 0.00], [0.00, 0.06, 0.19], [-0.07, -0.06, -0.13], [0.06, -0.15, -0.05]],
  "lowdin_charge": [-0.1384, -0.4692, -0.0154, -0.1052, -0.1711, -0.0577, -0.2031, 0.1313, -0.0126, -0.3342, 0.1337, 0.0946, 0.1107, 0.0169, 0.1177, 0.1285, 0.1497, 0.0801, 0.0758, 0.0778, 0.1231, 0.1236, 0.1434],
  "smiles": "CCOC(=O)C1=NN[C@H]2C[C@@]12[N+](=O)[O-]",
  "e_homo_ev": -9.5,
  "e_above_lowest_kcal_mol": 105.2,
  "molar_mass_da": 199.2
}



Please write out number 3 again, unchanged.
{
  "formula": "C7H9N3O",
  "method": "ωB97M-V/def2-TZVPD",
  "species": ["C", "C", "C", "C", "C", "C", "C", "N", "N", "N", "O", "H", "H", "H", "H", "H", "H", "H", "H", "H"],
  "xyz": [[0.045420, -1.697241, 0.044701], [-0.527222, 0.822877, -1.029107], [-1.850479, 0.910685, -1.306544], [-2.497230, -0.152688, 0.644116], [-1.202130, 0.190345, 1.382412], [-0.117113, 0.401870, 0.290493], [2.695662, -0.303564, -0.549615], [0.166252, -2.816739, -0.207281], [-2.779701, 0.281181, -0.511969], [1.092295, 0.797013, 0.767749], [2.060663, 0.942769, -0.278414], [0.207903, 1.083709, -1.704357], [-2.118317, 1.274109, -2.186665], [-3.313605, -0.736363, 0.948987], [-1.198578, 1.170218, 1.928511], [-1.102648, -0.587235, 2.113914], [3.061877, -0.806827, 0.322704], [3.585931, 0.021104, -1.282360], [2.192191, -1.129117, -0.914470], [1.598833, 0.333903, 1.527203]],
  "forces_ev_per_angstrom": [[-0.28, 1.34, -0.37], [-1.89, 0.13, 1.25], [3.02, -1.84, 3.86], [0.80, 1.67, -0.67], [-0.54, 1.39, -1.04], [-0.29, -3.27, 1.96], [3.62, 1.86, -1.29], [0.07, -0.42, 0.06], [-0.62, 0.11, -0.93], [1.31, 0.39, -1.26], [-0.65, -0.35, 0.63], [1.30, 0.61, -1.24], [-1.63, 1.61, -3.66], [-0.47, -1.04, 1.74], [-0.71, -0.58, -0.37], [1.01, -0.32, 0.18], [0.95, 0.50, 1.18], [-1.94, -0.97, 1.77], [-2.06, -0.83, -1.77], [-1.02, 0.00, -0.04]],
  "lowdin_charge": [-0.1864, -0.0031, -0.0705, -0.1076, -0.0956, -0.3049, -0.1039, 0.0090, 0.0741, 0.0356, -0.1670, 0.0967, 0.0696, 0.1027, 0.1416, 0.1031, 0.0735, 0.1500, 0.0193, 0.1636],
  "e_homo_ev": -9.5,
  "e_above_lowest_kcal_mol": 137.5,
  "molar_mass_da": 151.2
}



Please write out number 5 again, unchanged.
{
  "formula": "C7H9N3O3S",
  "method": "ωB97M-V/def2-TZVPD",
  "species": ["C", "C", "C", "C", "C", "C", "C", "N", "N", "N", "O", "O", "O", "S", "H", "H", "H", "H", "H", "H", "H", "H", "H"],
  "xyz": [[-0.035342, 0.329483, -3.075926], [1.137236, 0.168199, -2.363637], [-1.294576, 0.389542, -2.466064], [1.084154, 0.349405, -0.940405], [-1.271859, 0.478573, -1.062413], [-0.114598, 0.494955, -0.281825], [0.107464, 0.011852, 2.061379], [1.008073, -1.001851, 1.827989], [-0.377670, 0.683247, 1.087487], [-0.343716, 0.207106, 3.285869], [-2.718875, 1.596621, 1.721621], [-0.783490, 2.742564, 2.660925], [-1.406320, 3.062022, 0.243734], [-1.476056, 2.328242, 1.453695], [-0.036777, 0.018903, -4.102689], [2.058419, 0.185523, -2.889373], [-2.170213, 0.776396, -2.998894], [1.875477, 0.187341, -0.220584], [-2.253506, 0.471796, -0.675833], [1.489776, -1.124316, 0.957435], [1.253704, -1.539089, 2.574228], [-0.484477, -0.573494, 3.888262], [-0.820739, 1.100414, 3.348334]],
  "forces_ev_per_angstrom": [[-0.57, -1.81, -0.36], [-0.91, 1.42, 2.20], [1.63, 1.83, 1.59], [0.35, -0.81, -0.19], [-0.69, -0.33, -1.98], [-1.54, -0.42, -1.46], [1.25, -2.45, -0.68], [-1.40, 1.88, -1.32], [-0.11, 2.74, -1.47], [0.34, 0.40, 0.54], [1.31, 1.24, -0.41], [-0.06, 0.60, -1.00], [0.67, 0.31, -0.04], [-1.99, -2.81, 1.60], [0.30, 0.75, -0.78], [0.77, -0.53, -0.19], [0.10, -1.09, 0.06], [1.01, 0.58, -0.83], [-0.71, 0.43, 1.23], [-0.35, -0.06, 0.02], [0.98, -1.62, 2.16], [0.00, -0.03, 0.44], [-0.38, -0.21, 0.87]],
  "lowdin_charge": [-0.1042, -0.0542, -0.0437, -0.0150, -0.0294, -0.2672, -0.4550, 0.2076, 0.0252, 0.1920, -0.3127, -0.3097, -0.2443, 0.5688, 0.0957, 0.0905, 0.1182, 0.0968, 0.0982, 0.0867, 0.0699, 0.1232, 0.0625],
  "e_homo_ev": -9.2,
  "e_above_lowest_kcal_mol": 0.1,
  "molar_mass_da": 215.2
}